1.
DFT (the ωB97M-V functional and the def2-TZVPD basis) results for a structure of composition C42H40GeMgN4O5S2.

Atoms and positions in Å:
Mg 2.631896 0.397638 -0.040754
Ge -4.226444 0.673499 2.497992
C -5.137058 1.981806 1.529199
C -5.842274 2.932791 2.287342
C -6.534240 3.939772 1.643203
C -6.509232 4.012555 0.252383
C -5.797884 3.087077 -0.502294
C -5.116142 2.063845 0.129363
C -3.295580 -0.842260 1.872224
C -2.781001 -1.703038 2.850122
C -2.108097 -2.854120 2.475536
C -1.951908 -3.146441 1.127525
C -2.454908 -2.293297 0.150310
C -3.122172 -1.137188 0.513275
H -4.280582 0.791520 4.014804
H -5.836599 2.889272 3.369916
H -7.088710 4.669575 2.217203
H -7.045452 4.807992 -0.248791
H -5.758058 3.172596 -1.579240
H -4.545667 1.368388 -0.472029
H -2.914553 -1.480114 3.902352
H -1.722490 -3.526499 3.229671
H -1.440849 -4.055397 0.835975
H -2.339063 -2.535988 -0.897973
H -3.485136 -0.473597 -0.261499
N 3.485867 2.003565 -1.260109
C 2.185176 2.401100 -1.780432
C 1.485165 3.423485 -1.162713
C 0.135033 3.581485 -1.440612
C -0.497064 2.725132 -2.328134
C 0.248851 1.810246 -3.058898
C 1.593270 1.630905 -2.774972
S -2.285435 2.612987 -2.370689
O -2.702926 2.831023 -3.725137
O -2.719968 3.605393 -1.387627
O -2.507234 1.239108 -1.884241
H 4.106706 1.711835 -2.011197
H 3.936926 2.792066 -0.804797
H 1.970722 4.060759 -0.431194
H -0.444599 4.341520 -0.935183
H -0.238011 1.204906 -3.811686
H 2.170417 0.883432 -3.309441
C 6.853490 -1.633378 4.290690
C 5.880584 -1.121066 3.277178
C 4.715833 -1.820593 2.964310
C 3.855741 -1.327650 2.007951
N 4.081294 -0.180533 1.344318
C 5.202694 0.494891 1.640928
C 6.109511 0.067379 2.585162
H 6.358669 -2.244211 5.043161
H 7.378853 -0.817458 4.783274
H 7.602015 -2.256682 3.796290
H 4.477636 -2.747705 3.468062
H 2.947703 -1.862955 1.751703
H 5.373699 1.415751 1.096512
H 6.992597 0.659948 2.782534
N -2.896425 4.202741 1.381878
C -2.324988 3.476355 2.349862
O -2.694258 3.417744 3.513678
C -1.157125 2.630506 1.907519
C 0.057032 2.665790 2.591988
C 1.098377 1.896658 2.119787
N 0.979230 1.084148 1.048726
C -0.214100 1.002719 0.453323
C -1.298369 1.765751 0.843694
H -3.702650 4.756121 1.629741
H -2.689981 4.066703 0.392935
H 0.183498 3.299951 3.458673
H 2.069560 1.922435 2.600295
H -0.301023 0.347440 -0.403168
H -2.202049 1.715635 0.251662
O 1.974759 -1.118012 -1.024933
S 2.328091 -2.027680 -2.216054
C 0.919283 -1.962054 -3.288636
C -0.278273 -1.407417 -2.870152
C -1.335382 -1.340574 -3.768271
C -1.182315 -1.839358 -5.054424
C 0.026289 -2.396766 -5.458226
C 1.094454 -2.451820 -4.577975
C 2.247729 -3.674722 -1.575602
C 3.466194 -4.258862 -1.249756
C 3.478167 -5.536155 -0.709380
C 2.282273 -6.211513 -0.511393
C 1.069736 -5.620327 -0.851229
C 1.044123 -4.345140 -1.388867
H -0.382115 -1.006600 -1.872753
H -2.255797 -0.859716 -3.462709
H -2.003678 -1.776782 -5.755423
H 0.142484 -2.772197 -6.465556
H 2.045637 -2.865253 -4.892410
H 4.393639 -3.729259 -1.432890
H 4.418492 -6.009561 -0.462623
H 2.293596 -7.214241 -0.105649
H 0.145924 -6.166395 -0.714576
H 0.108945 -3.885369 -1.681931

Cartesian forces, eV/Å:
Mg 0.0 0.1 0.0
Ge 0.0 0.2 0.2
C -0.1 0.0 0.0
C 0.0 0.0 0.0
C 0.0 0.0 0.0
C 0.0 0.0 0.0
C 0.0 0.0 0.0
C 0.0 0.0 0.0
C 0.1 0.0 0.0
C 0.0 0.0 0.0
C 0.0 0.0 0.0
C 0.0 0.0 0.0
C 0.0 0.0 0.0
C 0.0 0.0 0.0
H 0.0 -0.1 0.0
H 0.0 0.0 0.0
H 0.0 0.0 0.0
H 0.0 0.0 0.0
H 0.0 0.0 0.0
H 0.0 0.0 0.0
H 0.0 0.0 0.0
H 0.0 0.0 0.0
H 0.0 0.0 0.0
H 0.0 0.0 0.0
H 0.0 0.0 0.0
N 0.0 0.0 0.0
C 0.0 0.0 0.0
C 0.0 0.0 0.0
C 0.0 0.0 0.0
C 0.0 0.0 0.0
C 0.0 0.0 0.0
C 0.0 0.0 0.0
S 0.0 -0.1 0.0
O 0.0 0.0 0.0
O 0.0 0.0 -0.1
O 0.0 0.0 0.0
H 0.0 0.0 0.0
H 0.0 0.0 0.0
H 0.0 0.0 0.0
H 0.0 0.0 0.0
H 0.0 0.0 0.0
H 0.0 0.0 0.0
C 0.0 0.0 0.0
C 0.0 0.0 0.0
C 0.0 0.0 0.0
C 0.0 0.0 0.0
N 0.0 0.0 0.0
C 0.0 0.0 0.0
C 0.0 0.0 0.0
H 0.0 0.0 0.0
H 0.0 0.0 0.0
H 0.0 0.0 0.0
H 0.0 0.0 0.0
H 0.0 0.0 0.0
H 0.0 0.0 0.0
H 0.0 0.0 0.0
N 0.2 0.0 0.3
C 0.0 0.1 -0.3
O -0.1 -0.2 0.1
C 0.1 0.1 0.1
C 0.0 0.0 0.0
C -0.1 0.0 0.0
N 0.1 0.0 0.1
C 0.0 0.0 0.0
C 0.0 -0.1 -0.1
H 0.0 0.0 0.0
H 0.0 0.0 -0.1
H 0.0 0.0 0.0
H 0.0 0.0 0.0
H 0.0 0.0 0.0
H 0.0 0.0 0.0
O 0.0 0.0 0.0
S 0.0 0.0 0.0
C 0.0 0.0 0.0
C 0.0 0.0 0.0
C 0.0 0.0 0.0
C 0.0 0.0 0.0
C 0.0 0.0 0.0
C 0.0 0.0 0.0
C 0.0 0.0 0.0
C 0.0 0.0 0.0
C 0.0 0.0 0.0
C 0.0 0.0 0.0
C 0.0 0.0 0.0
C 0.0 0.0 0.0
H 0.0 0.0 0.0
H 0.0 0.0 0.0
H 0.0 0.0 0.0
H 0.0 0.0 0.0
H 0.0 0.0 0.0
H 0.0 0.0 0.0
H 0.0 0.0 0.0
H 0.0 0.0 0.0
H 0.0 0.0 0.0
H 0.0 0.0 0.0

Output
**Energy**: -144022.500 eV
**Lowest unoccupied orbital energy**: -6.205 eV
**Charge**: +2
**ΔE to the lowest compared entry with this formula, charge and spin**: 0.069 eV

***

2.
DFT (the ωB97M-V functional and the def2-TZVPD basis) results for an isolated molecule of C2H3N3 at a distorted geometry.

Atoms and positions in Å:
C 0.238302 -1.037832 -0.304069
C -0.539797 -0.198273 0.494146
N -0.160489 1.033433 0.097439
N 0.807508 0.941100 -0.826423
N 1.086074 -0.292610 -1.064126
H 0.162233 -2.124953 -0.294017
H -1.265066 -0.297083 1.369456
H -0.328764 1.976217 0.527594

Cartesian forces, eV/Å:
C -1.0 -0.5 1.4
C -0.6 -0.3 0.9
N 0.6 0.9 0.3
N 0.7 1.4 -0.2
N -1.3 -0.1 0.4
H 0.4 0.5 -0.2
H 1.2 -0.2 -1.7
H 0.1 -1.6 -0.8

Output
**Energy**: -6591.538 eV
**Lowest unoccupied orbital energy**: 0.828 eV
**Structure (SMILES)**: c1c[nH]nn1
**ΔE to the lowest compared entry with this formula, charge and spin**: 1.037 eV

***

3.
DFT (the ωB97M-V functional and the def2-TZVPD basis) results for an isolated molecule of C6H14N2O2S2 at a distorted geometry.

Atoms and positions in Å:
C -2.446427 1.411708 -0.828830
C -1.865023 0.208064 -0.177922
C -2.936300 -0.917904 -0.271879
C -1.357664 0.436082 1.323769
S -0.415630 -0.265336 -1.260493
S 0.198836 -1.756784 0.043745
C 1.648940 -1.062897 0.893207
N 2.602049 -0.570945 -0.175946
N 3.468107 -1.468663 -0.890656
C 3.102794 0.729051 -0.018471
O 4.305618 1.001533 -0.349090
O 2.215108 1.618561 0.138049
H -3.178646 1.133383 -1.752396
H -1.523270 2.044871 -1.187013
H -2.993381 2.099476 0.000419
H -3.653690 -0.466524 0.405191
H -2.624691 -1.829921 0.192591
H -3.140654 -0.898854 -1.378814
H -1.227319 -0.448729 2.023827
H -2.211397 0.988163 1.807862
H -0.360409 1.133443 1.552848
H 2.221207 -1.752266 1.556267
H 1.376829 -0.336749 1.540859
H 4.545611 -0.953665 -0.950440
H 2.926309 -1.351476 -1.994703
H 1.323090 1.276372 -0.241969

Cartesian forces, eV/Å:
C -0.5 3.2 -0.5
C 1.3 -1.5 1.0
C 1.1 2.1 -0.2
C 0.4 1.7 1.3
S 0.2 -0.4 1.5
S 0.5 -1.2 -0.4
C 2.7 -2.3 -3.1
N 0.6 1.0 1.7
N 0.1 1.5 -3.5
C 5.4 -2.1 -3.7
O -3.6 -0.6 1.8
O -4.0 2.1 0.4
H 1.8 0.9 2.3
H -2.1 -0.7 0.3
H 0.9 -1.6 -2.2
H -1.2 -0.3 -0.5
H 0.3 -0.7 -0.3
H -0.6 -0.8 1.4
H -0.2 0.7 -1.5
H 0.8 -0.2 -0.3
H -2.6 -1.7 -1.2
H -0.8 -0.4 -0.8
H -0.8 2.9 1.5
H -4.2 -1.4 0.2
H 2.8 -0.7 3.9
H 1.7 0.5 0.9

Output
**Energy**: -35191.061 eV
**Lowest unoccupied orbital energy**: 0.324 eV
**Structure (SMILES)**: CC(C)(C)SSCN(N)C(=O)O
**ΔE to the lowest compared entry with this formula, charge and spin**: 3.060 eV

***

What did the second record say?
DFT (the ωB97M-V functional and the def2-TZVPD basis) results for an isolated molecule of C2H3N3 at a distorted geometry.

Atoms and positions in Å:
C 0.238302 -1.037832 -0.304069
C -0.539797 -0.198273 0.494146
N -0.160489 1.033433 0.097439
N 0.807508 0.941100 -0.826423
N 1.086074 -0.292610 -1.064126
H 0.162233 -2.124953 -0.294017
H -1.265066 -0.297083 1.369456
H -0.328764 1.976217 0.527594

Cartesian forces, eV/Å:
C -1.0 -0.5 1.4
C -0.6 -0.3 0.9
N 0.6 0.9 0.3
N 0.7 1.4 -0.2
N -1.3 -0.1 0.4
H 0.4 0.5 -0.2
H 1.2 -0.2 -1.7
H 0.1 -1.6 -0.8

Output
**Energy**: -6591.538 eV
**Lowest unoccupied orbital energy**: 0.828 eV
**Structure (SMILES)**: c1c[nH]nn1
**ΔE to the lowest compared entry with this formula, charge and spin**: 1.037 eV

***

- Look up the ΔE to the lowest compared entry with this formula, charge and spin of the first one.
  0.069 eV